Entry 1:
# C6H16NS

A 2-piece molecular cluster, C6H16NS overall (ωB97M-V/def2-TZVPD, the Open Molecules 2025 dataset).

Structure (XYZ):
```
24
Properties=species:S:1:pos:R:3
C -1.50699 -0.88892 -1.94042
C -2.19086 -0.00810 -0.90329
S -1.22980 1.51454 -0.63413
C -2.27947 2.28299 0.61818
H -2.18860 -1.64966 -2.30462
H -0.64958 -1.40710 -1.50333
H -1.17001 -0.29223 -2.78723
H -2.33601 -0.54358 0.03351
H -3.15549 0.32379 -1.28592
H -3.30527 2.30599 0.26174
H -2.23254 1.72391 1.54715
H -1.92435 3.29281 0.78205
C 1.94567 -0.79634 2.59079
C 2.40422 -0.66064 1.18704
C 1.60427 -0.43818 0.16716
N 2.09792 -0.31102 -1.22164
H 0.88272 -0.58846 2.69397
H 2.15389 -1.79985 2.95915
H 2.49042 -0.10290 3.22482
H 3.46779 -0.76659 1.00098
H 0.52587 -0.40735 0.22911
H 3.07812 -0.02057 -1.27379
H 1.96770 -1.17766 -1.74654
H 1.55038 0.41512 -1.69474
```

Net charge: +1
Relative energy (zero: lowest compared OMol25 entry of this formula, charge and spin): 0.928 eV
E: -690.87741 a.u.

***

Entry 2:
# C6H16O

A 2-piece molecular cluster, C6H16O overall (ωB97M-V/def2-TZVPD, the Open Molecules 2025 dataset).

Structure (XYZ):
```
23
Properties=species:S:1:pos:R:3
C -1.56870 1.10643 -1.51636
C -2.68152 0.65830 -2.44039
O -1.94761 1.00082 -0.13332
H -0.61419 0.62495 -1.70584
H -1.48084 2.18821 -1.61356
H -3.07585 -0.32773 -2.21204
H -1.70147 0.12235 0.18160
H -2.39138 0.76120 -3.48296
H -3.53515 1.32553 -2.29509
C 1.10131 -0.43980 1.29440
C 1.62656 0.72705 0.44957
C 0.50051 -1.48759 0.36024
C 2.04288 -0.92555 2.37883
H 0.25304 0.04956 1.79315
H 2.48922 0.39952 -0.13812
H 1.26397 -2.10750 -0.12218
H -0.12224 -2.16921 0.94011
H 0.02073 -0.97761 -0.47126
H 1.46863 -1.31572 3.21739
H 2.67635 -1.73919 2.02819
H 2.12484 1.54077 0.98997
H 0.92721 1.08503 -0.29904
H 2.62368 -0.09983 2.79672
```

Net charge: 0
Relative energy (zero: lowest compared OMol25 entry of this formula, charge and spin): 0.805 eV
E: -313.41397 a.u.
Structure (SMILES): CC(C)C.CCO

***

Entry 3:
# C6H16O

A 2-piece molecular cluster, C6H16O overall (ωB97M-V/def2-TZVPD, the Open Molecules 2025 dataset).

Structure (XYZ):
```
23
Properties=species:S:1:pos:R:3
C -1.11948 -2.35726 -0.31169
C 0.81785 2.62769 0.45188
C 0.22694 -2.34279 0.41686
C 0.90113 1.35855 -0.30470
C 1.12823 -1.15657 0.06856
C 0.58643 0.16546 0.64020
H -1.58227 -1.35944 -0.22923
H -1.72626 -3.07526 0.26529
H -1.12716 -2.66212 -1.37170
H 0.87170 3.34681 -0.38273
H 1.66358 2.81670 1.13425
H -0.12290 2.79723 1.00221
H 0.12919 -2.22538 1.51326
H 0.75437 -3.29722 0.22627
H 1.90167 1.21788 -0.75700
H 0.16999 1.45951 -1.12974
H 2.12109 -1.50637 0.41107
H 1.18951 -0.98698 -1.02366
H -0.49921 0.08513 0.84115
H 1.08526 0.43819 1.59006
O -2.64334 1.32383 -1.28882
H -2.15167 2.16220 -1.44258
H -2.57464 1.17022 -0.31932
```

Net charge: 0
Relative energy (zero: lowest compared OMol25 entry of this formula, charge and spin): 0.661 eV
E: -313.41924 a.u.
Structure (SMILES): CCCCCC.O

***

Entry 4:
# C6H16O2

A 2-piece molecular cluster, C6H16O2 overall (ωB97M-V/def2-TZVPD, the Open Molecules 2025 dataset).

Structure (XYZ):
```
24
Properties=species:S:1:pos:R:3
C -1.29913 0.87970 -1.97379
O -2.40849 1.78048 -2.13452
C -0.52495 1.30952 -0.76493
C 0.21888 0.25498 -0.11366
C 0.86184 0.81731 1.18222
C 1.55481 -0.31675 -0.86020
C 1.79160 -1.62042 -0.12237
H -0.74535 1.01340 -3.02052
H -1.73679 -0.17501 -1.98352
H -3.17335 1.46177 -1.66734
H 0.20867 2.07689 -0.85193
H -1.08185 1.93661 -0.12004
H -0.41473 -0.66135 0.02928
H 1.55860 1.57342 0.83246
H 1.35438 0.17104 1.91158
H 0.04015 1.61020 1.46503
H 2.41275 0.26059 -1.00336
H 1.16832 -0.62112 -1.93456
H 2.77118 -2.04114 -0.20337
H 1.08718 -2.43708 -0.40097
H 1.34338 -1.41902 0.94705
H -2.13839 -2.48910 3.61482
H -1.27355 -1.44336 3.99616
O -1.57514 -1.92159 3.17647
```

Net charge: 0
Relative energy (zero: lowest compared OMol25 entry of this formula, charge and spin): 2.775 eV
E: -388.57874 a.u.
Structure (SMILES): CC[C@@H](C)CCO.O

***

Entry 5:
# C6H16OSi

A 2-piece molecular cluster, C6H16OSi overall (ωB97M-V/def2-TZVPD, the Open Molecules 2025 dataset).

Structure (XYZ):
```
24
Properties=species:S:1:pos:R:3
C -3.29921 1.15536 -0.59848
C 2.01344 1.25141 0.74847
C 2.77477 -1.15355 0.61867
C -3.01017 0.27136 0.57147
C 1.65293 -0.14508 -1.27148
C 2.59292 0.11031 -0.13207
O -2.07591 -1.91107 -1.16854
Si -1.61603 -0.90898 0.04020
H -4.01050 1.82518 -0.31019
H -2.55791 1.78785 -1.03977
H -3.90535 0.64945 -1.40507
H 2.37928 1.24044 1.72942
H 0.99563 1.08205 0.88493
H 2.02983 2.29015 0.43198
H 1.92365 -1.87744 0.70130
H 3.20819 -0.97766 1.68281
H 3.68113 -1.69824 0.13802
H -3.87407 -0.22832 0.92528
H -2.76706 0.93495 1.42918
H 1.15258 0.74994 -1.56170
H 1.68164 -1.00999 -1.85605
H 3.62367 0.40504 -0.28561
H -1.38784 -2.49467 -1.56946
H -1.20558 -1.34853 1.29669
```

Net charge: 0
Relative energy (zero: lowest compared OMol25 entry of this formula, charge and spin): 5.515 eV
E: -602.79565 a.u.

***

Entry 6:
# C6H17Cl3NbO3S

C6H17Cl3NbO3S as an isolated structure (ωB97M-V/def2-TZVPD, the Open Molecules 2025 dataset).

Structure (XYZ):
```
31
Properties=species:S:1:pos:R:3
C 0.69569 1.70244 0.70403
C 1.76304 2.74377 0.99856
Cl 1.25387 3.69543 2.44748
C 3.17005 2.12075 1.06244
Cl 4.31783 2.88956 2.20707
Nb 3.54599 -0.03685 1.81518
Cl 2.41252 -0.24253 3.87191
H 1.02859 1.03488 -0.09360
H -0.22036 2.19024 0.36529
H 0.45422 1.11989 1.59432
H 1.74738 3.48687 0.19629
H 3.58617 2.30558 0.07527
H 5.11156 -0.31231 2.65363
H 4.16597 -1.67340 1.43837
H 2.40807 -1.04219 0.82060
H 4.58919 0.11270 0.37371
O -1.94658 0.40268 -0.64157
S -2.89720 -0.65621 -0.49110
O -2.66526 -1.68900 0.46935
O -3.15456 -1.30394 -1.91946
C -1.96402 -1.70322 -2.66165
C -1.34189 -2.97627 -2.13775
C -4.50634 0.00790 -0.24016
H -1.25665 -0.87399 -2.65037
H -2.32789 -1.82314 -3.68019
H -0.91960 -2.83587 -1.14460
H -0.54116 -3.28047 -2.81293
H -2.08425 -3.77308 -2.08370
H -4.69181 0.77357 -0.98803
H -4.50272 0.43611 0.76002
H -5.22985 -0.79989 -0.30843
```

Net charge: -1
E: -2300.19885 a.u.

***

Entry 7:
# C6H17ClN2Si

C6H17ClN2Si as an isolated structure (ωB97M-V/def2-TZVPD, the Open Molecules 2025 dataset).

Structure (XYZ):
```
27
Properties=species:S:1:pos:R:3
C -0.47132 -1.37988 -2.14940
C 0.04181 -3.01720 -0.22766
C 1.08425 0.19356 3.15638
C 0.68332 2.54626 -0.60975
C -1.62784 1.94135 -0.88557
C 0.31859 -1.68191 -0.94468
N 1.07453 0.55117 1.79124
N -0.41033 1.64849 -0.20108
Si -0.09453 0.17120 0.53823
Cl -1.94523 -0.41031 1.29206
H -1.44711 -1.58719 -1.71822
H -0.41579 -0.39321 -2.56161
H -0.29887 -1.84545 -3.09082
H 0.26326 -2.97116 0.81366
H 0.74605 -3.77382 -0.64126
H -0.98481 -3.35737 -0.48021
H 1.97032 -0.36205 3.54890
H 0.99613 1.01101 3.77503
H 0.30145 -0.53808 3.32907
H 0.89341 2.36400 -1.60419
H 0.42397 3.61747 -0.38212
H 1.42981 2.15795 0.12618
H -1.46296 1.61768 -1.90263
H -2.43019 1.28548 -0.47464
H -1.97015 2.98180 -0.78708
H 1.41426 -1.60665 -1.09937
H 1.91798 0.83685 1.38953
```

Net charge: 0
Relative energy (zero: lowest compared OMol25 entry of this formula, charge and spin): 1.634 eV
E: -1098.00670 a.u.

***

Entry 8:
# C6H17INO2

A 3-piece molecular cluster, C6H17INO2 overall (ωB97M-V/def2-TZVPD, the Open Molecules 2025 dataset).

Structure (XYZ):
```
27
Properties=species:S:1:pos:R:3
I 1.70984 -0.12365 -0.04035
C 3.84126 3.39505 4.18804
C 3.85791 2.63837 2.76066
O 2.44178 2.67654 2.28533
H 3.28663 2.89039 4.97912
H 3.39451 4.38814 4.14028
H 4.88189 3.61367 4.42762
H 4.27996 1.63504 2.81821
H 4.41362 3.18965 2.00212
H 2.24666 1.93128 1.71252
C -2.87586 -1.95772 -0.28388
C -1.81381 -2.57680 -1.21834
C -1.37333 -1.60733 -2.37351
O -2.62151 -1.30125 -3.10113
C -2.67343 0.01963 -3.73239
N -0.71041 -3.06983 -0.46741
H -3.72417 -1.53743 -0.82407
H -2.38009 -1.18144 0.29898
H -3.13346 -2.68904 0.48223
H -2.42194 -3.40989 -1.57083
H -0.62509 -2.09166 -3.00093
H -0.99193 -0.74614 -1.82489
H -2.33492 0.77733 -3.02570
H -3.64951 0.35889 -4.07919
H -2.02786 0.15385 -4.60034
H -0.89882 -3.10883 0.52409
H -0.09791 -2.26680 -0.47622
```

2S+1: 2
Net charge: 0
E: -741.62708 a.u.

***

Entry 9:
# C6H17INOSi

An isolated ion of composition C6H17INOSi and charge +1 (ωB97M-V/def2-TZVPD, the Open Molecules 2025 dataset).

Structure (XYZ):
```
27
Properties=species:S:1:pos:R:3
C 1.59787 -0.76976 1.13005
C -1.81362 0.12708 -1.37845
C 0.79222 -1.09891 -2.32798
C -1.01651 -2.78640 -0.20735
C 0.87591 2.34181 0.85992
C 0.30524 -0.14892 0.65522
N -0.34009 2.95494 1.65951
O 0.49094 1.28117 0.10248
Si -0.41226 -1.04548 -0.93572
I -1.15906 -0.20788 2.26433
H 1.49354 -1.87000 1.22134
H 1.91842 -0.61153 2.17257
H 2.44202 -0.62797 0.48590
H -2.38105 -0.56463 -2.12744
H -2.46620 0.28300 -0.62831
H -1.61576 0.96049 -1.91347
H 0.99533 -2.11366 -2.66379
H 0.67377 -0.51168 -3.31611
H 1.78837 -0.75945 -2.02885
H -0.52011 -3.63996 -0.80307
H -0.70752 -2.80673 0.73674
H -2.09164 -2.75940 -0.26210
H 1.20251 3.12364 0.18261
H 1.58311 2.02854 1.58700
H -0.50373 2.46789 2.54423
H -0.00117 3.84839 2.04167
H -1.13053 2.90541 0.94908
```

Net charge: +1
Relative energy (zero: lowest compared OMol25 entry of this formula, charge and spin): 0.000 eV
E: -955.70566 a.u.
Structure (SMILES): C[C@@](I)(OC[NH3+])[Si](C)(C)C

***

Entry 10:
# C6H17Li2NO2

C6H17Li2NO2 as an isolated structure (ωB97M-V/def2-TZVPD, the Open Molecules 2025 dataset).

Structure (XYZ):
```
28
Properties=species:S:1:pos:R:3
Li 3.81471 -0.91042 0.72849
Li 1.36198 -0.28131 0.21256
O 2.33891 -1.93761 0.10703
H 2.10959 -2.70961 -0.41599
O 2.87570 0.70327 0.93605
H 3.22172 1.53070 1.27920
C 0.75776 0.27278 -2.17853
C -0.61010 0.51575 -1.53649
N -0.63666 0.10876 -0.10945
C -1.46956 1.00643 0.70641
C -0.80503 2.34487 0.88380
C -1.10411 -1.28625 -0.01269
C -1.09191 -1.85243 1.39819
H 0.68160 0.48745 -3.25578
H 0.99807 -0.78951 -2.14769
H 1.54155 0.92514 -1.79921
H -0.90003 1.55912 -1.62281
H -1.36009 -0.06882 -2.08946
H -2.47538 1.11451 0.27446
H -1.57129 0.56303 1.69473
H -1.52158 3.07197 1.27144
H 0.01778 2.26696 1.59426
H -0.40099 2.74112 -0.04804
H -0.43404 -1.89841 -0.62960
H -2.09623 -1.40158 -0.48869
H -0.14292 -1.64222 1.89449
H -1.17909 -2.93940 1.34636
H -1.92031 -1.49427 2.00694
```

Net charge: 0
Relative energy (zero: lowest compared OMol25 entry of this formula, charge and spin): 0.000 eV
E: -459.21968 a.u.

***

- Which value of E does entry 7 give?
  -1098.00670 a.u.

***

- Which formula does entry 8 have?
  C6H17INO2

***

- Which formula does entry 4 have?
  C6H16O2